100
Properties=species:S:1:pos:R:3:mulliken_charge:R:1 method="wB97M-V/def2-TZVPD" de_lowest_kcal_mol=67.0 homo_energy_ev="-10.26 / -10.26" multiplicity=4 total_charge=+1 e_lumo_ha="-0.1299 / -0.1406" total_energy_ha=-3880.780191
Re -0.1728 -0.3646 -1.1347 2.341
O -2.0121 -0.4627 -1.3893 -0.726
C -3.0701 0.4403 -1.0598 1.849
C -2.7725 1.7722 -1.7223 -2.026
C -1.4197 2.4214 -1.5527 0.692
C -1.3869 3.7825 -1.8121 -0.848
C -0.2029 4.4822 -1.7377 -1.303
C 0.9304 3.8178 -1.3109 -0.766
C 0.8723 2.4702 -1.0298 0.641
C 2.0853 1.7933 -0.4661 -1.027
C 2.6412 0.7275 -1.4203 2.925
O 1.6491 -0.2872 -1.5139 -0.394
C 2.9064 1.3529 -2.7888 -0.022
C 2.0248 1.1773 -3.8484 -0.141
C 2.2718 1.7766 -5.0781 -0.969
C 3.3978 2.5653 -5.2539 -0.632
C 4.2781 2.7502 -4.1954 -0.911
C 4.0345 2.1478 -2.9705 -0.549
C 3.9065 0.0655 -0.8898 -0.274
C 4.6857 0.6111 0.1199 0.068
C 5.8536 -0.0262 0.5283 -0.709
C 6.2470 -1.2120 -0.0664 -0.710
C 5.4628 -1.7702 -1.0712 -0.839
C 4.3027 -1.1351 -1.4795 -0.918
N -0.2811 1.7596 -1.2181 0.829
C -4.3939 -0.1306 -1.5565 -0.360
C -5.4623 0.6767 -1.9257 -0.248
C -6.6866 0.1106 -2.2608 -1.048
C -6.8574 -1.2632 -2.2217 -0.498
C -5.7892 -2.0757 -1.8639 -0.917
C -4.5689 -1.5120 -1.5315 -0.206
C -3.1192 0.5340 0.4659 0.912
C -3.7673 1.5489 1.1594 -0.221
C -3.6906 1.5812 2.5498 -1.419
C -2.8908 0.6767 3.2382 -0.561
C -2.2473 -0.3379 2.5432 -0.342
C -2.4688 -0.4493 1.1846 -1.777
H -3.5043 2.5029 -1.3882 0.770
H -2.9283 1.6268 -2.7969 0.634
H -2.3058 4.2798 -2.0896 0.584
H -0.1670 5.5339 -1.9909 0.511
H 1.8672 4.3397 -1.1775 0.596
H 1.8138 1.2910 0.4673 -1.051
H 2.8369 2.5522 -0.2680 1.148
H 1.1460 0.5578 -3.7236 0.348
H 1.5853 1.6194 -5.9003 0.464
H 3.5926 3.0310 -6.2110 0.423
H 5.1647 3.3569 -4.3269 0.450
H 4.7358 2.2899 -2.1561 0.407
H 4.4052 1.5390 0.6014 0.301
H 6.4548 0.4117 1.3151 0.522
H 7.1614 -1.6997 0.2449 0.430
H 5.7625 -2.6987 -1.5412 0.472
H 3.6929 -1.5602 -2.2681 0.614
H -5.3680 1.7542 -1.9589 0.366
H -7.5098 0.7520 -2.5466 0.427
H -7.8163 -1.6984 -2.4693 0.405
H -5.9134 -3.1508 -1.8346 0.417
H -3.7347 -2.1445 -1.2544 0.427
H -4.3221 2.3187 0.6348 0.384
H -4.2271 2.3471 3.0950 0.424
H -2.7637 0.7680 4.3101 0.636
H -0.9683 -0.9778 4.1415 1.124
H -2.0413 -1.3046 0.6875 1.195
C 1.5792 -4.2978 -0.5940 -1.299
S 0.1203 -3.3869 -0.1406 1.379
C -1.0895 -4.6469 -0.4791 -1.403
O -0.0739 -2.4305 -1.3566 -0.916
H 1.7069 -5.1181 0.1121 0.506
H 2.4193 -3.6070 -0.5191 0.281
H 1.4687 -4.6614 -1.6150 0.441
H -0.8211 -5.5481 0.0718 0.481
H -1.1033 -4.8275 -1.5534 0.519
H -2.0559 -4.2781 -0.1388 0.273
O 0.3626 -0.7298 1.0143 -0.341
C 0.2207 -0.4564 2.3906 1.602
C 0.1315 1.0297 2.7453 -0.428
C -0.1857 2.0949 1.9687 0.572
C -0.1982 3.3365 2.6705 -1.226
C 0.1083 3.1831 3.9841 -0.976
S 0.4282 1.5455 4.3650 -0.119
C 1.4879 -0.9769 3.0832 -0.944
C 2.7607 -0.6570 2.7244 -0.020
C 3.7507 -1.2355 3.5633 -0.752
C 3.2082 -1.9877 4.5591 -0.618
S 1.5021 -1.9969 4.4724 -0.075
C -1.0726 -1.1249 3.0606 -0.620
C -1.0796 -2.5977 2.7873 -0.398
C -2.0441 -3.5106 2.9232 -0.813
C -3.3746 -3.3828 3.5100 -0.438
S -3.8918 -2.2506 4.5314 -0.193
H -0.4662 1.9830 0.9391 0.434
H -0.4204 4.2898 2.2101 0.483
H 0.1697 3.9350 4.7550 0.510
H 2.9847 -0.0216 1.8812 0.186
H 4.8145 -1.0941 3.4333 0.453
H 3.7077 -2.5314 5.3452 0.481
H -0.1348 -2.9695 2.4150 0.909
H -1.8066 -4.5173 2.5833 0.437
H -4.0518 -4.2066 3.2824 0.309